The following is a quantum chemistry calculation of C50H44ClO3P3ReS as an isolated structure, from OMol25.

Calculated values
LUMO energy (alpha / beta) = -12.4 / -11.9 eV
spin multiplicity = 2
HOMO-LUMO gap (alpha / beta) = 6.10 / 6.67 eV
HOMO energy (alpha / beta) = -18.5 / -18.5 eV
charge = +4

XYZ file:
```
103
Properties=species:S:1:pos:R:3:forces:R:3
Re -0.902737 -0.339039 0.045399 0.264 0.518 -0.075
Cl -2.894914 -1.630767 -0.105940 -0.563 -0.348 -0.022
C -4.340945 -0.568603 -0.164458 0.094 -0.128 0.003
C -5.569628 -1.169175 -0.280999 -0.030 0.015 0.003
C -6.675306 -0.320897 -0.331422 0.008 -0.008 -0.007
C -6.518626 1.057348 -0.263346 0.016 0.018 0.001
C -5.254508 1.620111 -0.143405 -0.034 -0.003 -0.011
C -4.130708 0.794164 -0.085002 -0.022 0.111 0.012
P -2.465482 1.423797 0.084349 -0.389 -0.140 0.126
C -1.861435 1.130551 1.760770 0.084 -0.067 0.041
C -0.726813 1.860715 2.191909 -0.087 0.021 0.083
C -0.304654 1.766060 3.501386 0.019 -0.033 -0.005
C -1.004739 0.958593 4.395446 0.009 0.005 0.026
C -2.137278 0.248885 3.995186 -0.012 -0.030 -0.023
C -2.573244 0.335946 2.691841 0.041 0.031 0.014
C -2.417587 3.130355 -0.384606 0.165 -0.004 -0.067
C -2.569055 4.127611 0.585129 0.013 0.058 -0.056
C -2.700290 5.444606 0.173923 0.014 -0.017 0.017
C -2.679928 5.758843 -1.180492 0.007 0.004 0.003
C -2.527275 4.763415 -2.140037 0.011 0.002 -0.005
C -2.397160 3.442361 -1.748488 0.049 0.002 0.000
H -5.681235 -2.243660 -0.340614 0.002 0.013 -0.007
H -7.662899 -0.750948 -0.434611 -0.002 0.010 0.010
H -7.387347 1.700238 -0.306588 0.002 -0.005 -0.003
H -5.138173 2.695806 -0.098713 0.004 -0.001 0.001
H -0.221535 2.524364 1.501250 -0.013 0.019 -0.006
H 0.547157 2.339801 3.841911 -0.006 -0.003 -0.003
H -0.679497 0.900271 5.427005 -0.005 0.003 -0.003
H -2.684369 -0.346111 4.714042 0.007 -0.002 -0.005
H -3.473690 -0.183509 2.386483 -0.008 0.017 0.007
H -2.600443 3.888272 1.640597 -0.019 -0.019 0.001
H -2.828911 6.225854 0.911071 0.000 -0.001 -0.005
H -2.789116 6.789704 -1.491500 -0.006 -0.006 0.001
H -2.516850 5.018466 -3.191120 -0.002 0.001 0.005
H -2.287289 2.666427 -2.497807 -0.023 -0.004 0.005
O -0.226874 -1.506487 1.452450 -0.140 -0.291 0.722
P 0.177148 -3.037317 1.501512 0.032 0.032 -0.148
C -0.519505 -3.850140 0.028310 -0.001 0.098 0.040
P -0.214847 -3.052143 -1.581136 0.044 0.160 0.106
O -0.096479 -1.492813 -1.297983 0.047 -0.182 -0.567
C 1.323712 -3.586322 -2.250960 0.089 0.004 -0.042
C 2.371757 -2.695283 -2.470172 0.007 -0.012 -0.037
C 3.561967 -3.162982 -3.004611 0.003 0.001 -0.004
C 3.700739 -4.510146 -3.313202 0.020 -0.002 -0.013
C 2.648246 -5.397239 -3.108814 -0.024 -0.003 0.001
C 1.451514 -4.938214 -2.586873 0.010 -0.017 0.023
C -1.560500 -3.427956 -2.651472 -0.161 0.011 -0.077
C -1.652305 -2.695884 -3.842806 0.049 -0.033 0.004
C -2.644623 -3.002180 -4.755807 -0.019 -0.012 -0.004
C -3.531848 -4.042204 -4.494030 0.003 0.001 -0.001
C -3.433601 -4.778940 -3.320297 -0.011 0.001 -0.001
C -2.450809 -4.474275 -2.391768 0.032 -0.002 -0.004
C -0.515145 -3.805518 2.920326 -0.106 0.063 0.166
C -1.890717 -3.682780 3.171449 0.031 -0.029 -0.039
C -2.442089 -4.311911 4.268923 -0.014 -0.019 0.018
C -1.630097 -5.060819 5.120410 -0.009 0.002 -0.001
C -0.270372 -5.180553 4.877985 0.009 0.002 0.000
C 0.296532 -4.551962 3.778771 0.021 0.004 -0.034
C 1.937983 -3.157277 1.460424 0.101 -0.007 -0.026
C 2.573620 -4.257775 0.876890 -0.005 0.031 -0.039
C 3.953785 -4.361571 0.938587 0.011 -0.007 -0.009
C 4.697208 -3.382917 1.587035 0.009 -0.031 -0.011
C 4.066046 -2.298109 2.185722 -0.017 0.015 0.016
C 2.686587 -2.183486 2.129185 0.022 -0.026 0.048
H -1.593330 -3.941349 0.207149 -0.011 -0.041 -0.013
H -0.125389 -4.869489 -0.012117 -0.013 -0.026 0.042
H 2.234814 -1.644322 -2.264384 0.019 0.076 0.061
H 4.377438 -2.478810 -3.200222 -0.017 -0.008 0.002
H 4.627658 -4.870619 -3.739916 -0.001 0.000 0.010
H 2.756108 -6.439511 -3.377281 -0.002 0.005 0.001
H 0.622476 -5.628220 -2.463555 0.002 -0.001 -0.002
H -0.941172 -1.907630 -4.064573 -0.004 0.000 0.005
H -2.717356 -2.448180 -5.681904 -0.002 0.002 0.008
H -4.296607 -4.289294 -5.218666 0.005 -0.001 -0.001
H -4.115078 -5.598282 -3.134910 0.006 0.000 -0.003
H -2.373447 -5.074012 -1.492315 -0.019 0.009 -0.018
H -2.524406 -3.099152 2.511192 0.000 0.005 -0.003
H -3.502714 -4.234424 4.467825 0.009 0.011 -0.001
H -2.066479 -5.554870 5.978644 -0.004 -0.001 -0.008
H 0.350915 -5.763480 5.544081 0.002 0.004 -0.005
H 1.358928 -4.646950 3.593650 0.000 0.005 0.000
H 2.011527 -5.041172 0.382951 0.027 0.025 0.004
H 4.449741 -5.212575 0.491280 -0.005 -0.001 0.010
H 5.773723 -3.478281 1.644985 -0.003 0.005 -0.004
H 4.651992 -1.561383 2.720070 -0.014 -0.001 -0.002
H 2.187546 -1.365936 2.633769 -0.005 0.059 -0.002
C 3.339764 0.483720 -0.500092 0.019 0.018 -0.104
S 2.090702 1.053412 0.622701 -0.303 -0.186 0.009
O 0.747611 0.726547 -0.149321 0.644 0.166 -0.082
C 2.245755 2.789097 0.518554 -0.008 0.093 -0.038
C 1.984831 3.479675 -0.665683 0.033 0.017 0.071
C 2.188738 4.846961 -0.678526 0.008 0.013 0.001
C 2.659683 5.497257 0.462366 -0.009 -0.004 -0.022
C 2.915867 4.793714 1.630503 0.000 0.001 0.034
C 2.699514 3.423151 1.672410 -0.018 0.054 -0.038
H 3.120678 0.853944 -1.501287 0.040 -0.006 0.007
H 3.363969 -0.602575 -0.450468 -0.011 -0.058 -0.029
H 4.283624 0.895226 -0.137875 0.002 -0.005 -0.015
H 1.631064 2.965024 -1.550560 0.004 -0.007 0.006
H 2.000813 5.410670 -1.582403 0.003 0.001 0.005
H 2.833134 6.564967 0.433786 -0.002 -0.003 -0.001
H 3.284314 5.308357 2.507540 0.004 0.001 -0.009
H 2.900826 2.860946 2.577307 0.004 -0.004 -0.017
```
Forces are in eV/Å.

The following is a quantum chemistry calculation of C50H45AsCoFN5O5 as an isolated structure, from OMol25.

Calculated values
LUMO energy (alpha / beta) = -2.0 / -2.0 eV
spin multiplicity = 4
HOMO-LUMO gap (alpha / beta) = 3.81 / 3.77 eV
HOMO energy (alpha / beta) = -5.8 / -5.7 eV

XYZ file:
```
108
Properties=species:S:1:pos:R:3:forces:R:3
Co -1.623089 -0.026092 -1.417417 -0.113 0.083 -0.421
O -0.550788 1.206671 -2.652302 -0.355 -0.175 0.200
C -0.759446 2.447836 -2.864141 0.178 -0.036 -0.030
C 0.127863 3.144496 -3.745707 0.022 -0.026 0.004
C 0.019955 4.483075 -4.002954 0.059 0.000 -0.050
C -0.983641 5.263764 -3.404087 -0.033 -0.077 0.060
C -1.860439 4.628801 -2.560033 0.068 0.064 -0.027
C -1.796417 3.249041 -2.279659 -0.070 0.103 0.080
C -2.818843 2.761137 -1.386537 -0.085 -0.115 -0.074
N -3.083835 1.545583 -1.104509 0.473 0.124 0.279
C -4.096874 1.261885 -0.103468 -0.115 -0.005 -0.057
C -3.666678 0.031451 0.707717 -0.141 -0.023 0.190
N -3.168081 -0.923872 -0.241440 0.151 -0.068 -0.204
C -3.798260 -2.007115 -0.486175 0.093 0.093 0.042
C -3.610024 -2.808318 -1.666700 -0.083 -0.009 0.024
C -4.154213 -4.105414 -1.678641 0.030 -0.002 0.029
C -4.165510 -4.884277 -2.807697 0.052 0.072 -0.026
C -3.657631 -4.325613 -3.994386 -0.026 -0.113 0.005
C -3.152422 -3.054335 -4.027359 0.100 0.089 0.013
C -3.064990 -2.233199 -2.861617 -0.016 -0.191 -0.051
O -2.538218 -1.070492 -2.950737 0.195 0.127 0.374
H 0.902949 2.545047 -4.206673 0.007 0.008 -0.009
H 0.725725 4.946260 -4.684140 -0.004 0.012 -0.002
H -1.068740 6.321754 -3.610421 -0.004 0.010 0.000
H -2.654023 5.200694 -2.087446 -0.012 0.003 -0.001
H -3.418047 3.555618 -0.918943 -0.070 -0.009 -0.013
H -5.044327 1.030245 -0.602386 0.048 -0.043 -0.028
H -4.261836 2.124960 0.553932 -0.034 -0.010 0.004
H -4.522010 -0.353442 1.280740 0.031 0.016 0.032
H -2.870100 0.308655 1.405613 0.017 0.008 -0.045
H -4.590246 -2.331151 0.203502 -0.029 0.018 0.001
H -4.559115 -4.494562 -0.748925 -0.016 0.000 0.001
H -4.553859 -5.893353 -2.788574 -0.005 -0.006 -0.002
H -3.652208 -4.918660 -4.902744 -0.001 0.003 -0.008
H -2.749089 -2.634115 -4.940604 -0.008 -0.013 -0.014
C 2.781360 0.435845 5.373683 -0.017 -0.011 0.090
C 3.294278 0.910746 4.025156 -0.006 0.068 -0.063
N 2.222372 1.110321 3.055801 0.025 -0.045 -0.098
C 1.853663 0.054861 2.270606 0.034 -0.095 -0.110
C 0.907892 0.065439 1.305690 -0.041 -0.149 -0.017
C 0.677628 -1.258435 0.553906 0.056 0.329 0.119
O 1.386149 -2.200485 0.912686 0.011 -0.074 0.034
O -0.210971 -1.256889 -0.336160 -0.270 0.047 -0.262
C 0.205798 1.292570 1.038761 0.178 0.161 -0.023
O -0.625266 1.489495 0.165265 -0.248 -0.094 0.030
C 0.574878 2.429918 1.929114 -0.101 -0.048 -0.130
C -0.094155 3.637487 1.740360 0.070 0.014 0.056
C 0.207858 4.714736 2.527227 0.146 -0.032 -0.021
F -0.398661 5.907907 2.302721 0.022 -0.067 0.034
C 1.157584 4.617123 3.546141 -0.086 0.022 0.063
C 1.819909 3.416688 3.739263 -0.059 -0.063 -0.025
C 1.565199 2.311212 2.912660 -0.084 0.182 0.153
N 1.486156 5.710758 4.411504 0.167 -0.089 0.021
C 2.771919 6.354640 4.185503 -0.001 0.101 -0.086
C 3.316414 6.823841 5.553565 -0.034 0.060 0.081
N 2.165425 6.758159 6.514905 -0.063 -0.199 -0.072
C 0.991292 7.505218 5.956826 0.079 0.038 0.048
C 0.470852 6.695225 4.746867 -0.074 0.021 -0.017
H 3.607674 0.303637 6.073226 0.004 0.002 -0.001
H 2.265934 -0.519236 5.274458 0.009 -0.004 -0.031
H 2.074397 1.148582 5.802615 0.008 0.019 -0.009
H 3.982296 0.186078 3.591182 -0.030 -0.036 0.052
H 3.854503 1.842094 4.117580 0.020 -0.019 -0.001
H 2.384114 -0.879101 2.423964 0.016 0.019 0.028
H -0.823890 3.705017 0.942595 0.002 -0.011 -0.038
H 2.513090 3.337008 4.566326 0.004 0.055 0.001
H 2.676932 7.209925 3.503959 0.020 -0.013 0.005
H 3.463457 5.648764 3.734800 -0.016 -0.016 -0.002
H 3.665876 7.853927 5.536820 0.042 -0.018 0.007
H 4.102079 6.181922 5.947456 -0.009 -0.025 -0.044
H 2.420551 7.051990 7.454960 0.024 0.102 -0.042
H 1.884297 5.769008 6.525409 0.011 0.038 0.058
H 1.362480 8.486507 5.667441 -0.036 0.013 0.025
H 0.250631 7.624661 6.743503 -0.029 -0.024 -0.030
H 0.257123 7.390494 3.931402 -0.020 -0.012 0.012
H -0.452518 6.176866 4.999744 0.002 -0.005 -0.016
C 4.765880 -3.084244 -2.056901 0.045 -0.030 0.015
C 4.013680 -1.930324 -2.203025 -0.024 0.044 0.009
C 2.635881 -2.013883 -2.368802 0.030 0.022 -0.001
C 2.007588 -3.252021 -2.395271 -0.018 -0.048 0.019
C 2.767505 -4.407488 -2.246090 -0.005 0.007 -0.001
C 4.140440 -4.325584 -2.076273 -0.012 -0.019 -0.007
As 0.065819 -3.265984 -2.651315 -0.020 0.050 -0.029
C -0.430709 -4.706454 -1.436655 -0.061 0.023 -0.028
C -0.590864 -4.615279 -0.060170 0.002 0.017 -0.035
C -1.074047 -5.710218 0.640175 -0.003 -0.044 0.040
C -1.407820 -6.884626 -0.028135 -0.005 -0.020 0.020
C -1.247146 -6.978856 -1.399629 0.023 0.041 -0.039
C -0.751690 -5.888624 -2.111707 -0.018 -0.023 0.020
C -0.524351 -5.849691 -3.569137 -0.036 -0.023 0.001
C -0.767750 -6.892004 -4.459037 0.001 0.014 0.006
C -0.514004 -6.716142 -5.810105 0.000 -0.005 -0.012
C -0.021394 -5.503384 -6.280061 0.010 -0.012 -0.048
C 0.209314 -4.457056 -5.398294 -0.001 -0.007 0.027
C -0.035457 -4.629363 -4.043786 0.088 -0.020 -0.032
H 5.839740 -3.022034 -1.927451 0.004 0.006 0.001
H 4.495764 -0.960106 -2.186274 0.007 0.004 -0.001
H 2.044657 -1.109494 -2.469782 -0.015 -0.010 -0.005
H 2.279436 -5.376122 -2.259526 0.004 0.002 0.003
H 4.723880 -5.230971 -1.959941 0.013 0.004 0.001
H -0.316574 -3.702025 0.450382 -0.022 -0.028 -0.005
H -1.191502 -5.653697 1.715975 -0.004 0.014 0.000
H -1.791921 -7.732435 0.526581 -0.004 0.003 0.006
H -1.511991 -7.894821 -1.913809 0.000 -0.012 0.005
H -1.159972 -7.837282 -4.103836 0.003 -0.008 0.001
H -0.702665 -7.526458 -6.503544 -0.001 -0.002 -0.002
H 0.175189 -5.373581 -7.337338 -0.005 -0.002 -0.001
H 0.574993 -3.507233 -5.771795 -0.006 0.010 0.012
```
Forces are in eV/Å.

ΔE to the lowest compared entry with this formula, charge and spin values, unit eV, following the record order: 0.000, 0.625.
Strongest force on any atom values, unit eV Å⁻¹, following the record order: 0.79, 0.56.